No. 1
Formula: C28H83F2N8O14PbS2
Source: the OMol25 dataset
Level of theory: ωB97M-V/def2-TZVPD

Computed properties:
Charge ... +1

Each line ends with the Mulliken charge.
Positions of all 138 atoms, in Å:
Pb1 -1.76 3.16 -0.23  1.255
N1 -1.61 0.74 0.23  0.389
S1 -1.18 -0.48 -0.70  0.218
O1 -2.20 -1.15 -1.46  -0.346
O2 -0.13 -1.33 -0.21  -0.411
F1 -0.46 0.53 -1.75  -0.218
S2 -2.34 -0.20 1.42  0.474
O3 -1.49 -0.71 2.44  -0.545
O4 -3.49 -0.96 1.05  -0.582
F2 -3.07 1.06 2.12  -0.146
O5 -0.10 3.25 -2.18  -0.431
H1 0.38 4.03 -2.50  0.225
H2 -0.63 2.97 -2.94  0.317
O6 -1.60 3.74 2.28  -0.666
H3 -2.37 3.44 2.80  0.279
H4 -0.85 3.70 2.94  0.424
O7 -4.26 3.00 0.32  -0.434
H5 -4.79 2.30 -0.09  0.286
H6 -4.91 3.62 0.68  0.240
C1 2.79 3.06 -0.39  -1.548
C2 2.06 1.85 0.19  1.034
C3 2.92 1.14 1.25  -1.028
O8 3.34 2.03 2.25  -0.311
C4 4.11 1.37 3.26  -0.862
N2 0.75 2.27 0.71  0.147
H7 3.48 3.52 0.33  0.378
H8 2.15 3.84 -0.80  0.290
H9 3.45 2.79 -1.22  0.310
H10 1.89 1.15 -0.63  -0.258
H11 3.80 0.71 0.76  0.602
H12 2.34 0.30 1.65  0.501
H13 4.28 2.06 4.08  0.276
H14 5.02 0.97 2.81  0.368
H15 3.54 0.54 3.69  0.321
H16 0.08 1.52 0.75  0.408
H17 0.95 2.51 1.67  -0.178
C5 -4.52 -0.03 4.74  -1.375
C6 -4.75 0.79 6.00  0.408
C7 -4.70 -0.17 7.22  -0.647
O9 -4.84 0.60 8.41  -0.359
C8 -6.18 0.76 8.81  -0.714
N3 -3.79 1.88 6.06  -0.510
H18 -4.64 0.64 3.88  0.146
H19 -5.25 -0.84 4.71  0.514
H20 -3.51 -0.43 4.64  0.219
H21 -5.76 1.20 5.97  0.316
H22 -3.72 -0.64 7.26  0.272
H23 -5.49 -0.92 7.12  0.396
H24 -6.18 1.42 9.68  0.274
H25 -6.61 -0.20 9.10  0.306
H26 -6.78 1.34 8.11  0.287
H27 -3.78 2.24 7.01  0.323
H28 -2.86 1.51 5.90  0.029
C9 -0.97 3.72 6.06  -1.529
C10 0.04 2.86 5.27  0.429
C11 -0.58 1.56 4.76  0.506
O10 -0.94 0.61 5.73  -0.319
C12 0.09 -0.10 6.33  -0.831
N4 0.53 3.64 4.12  -0.579
H29 -1.13 3.26 7.03  0.346
H30 -1.85 3.95 5.46  0.216
H31 -0.52 4.68 6.32  0.534
H32 0.96 2.68 5.83  0.378
H33 0.15 1.08 4.09  0.410
H34 -1.49 1.71 4.18  -0.510
H35 -0.34 -0.79 7.05  0.263
H36 0.87 0.50 6.81  0.306
H37 0.53 -0.79 5.59  0.292
H38 0.87 4.57 4.36  0.275
H39 1.39 3.19 3.82  -0.088
C13 -5.96 -2.92 -1.16  -1.624
C14 -5.49 -1.91 -2.24  0.933
C15 -6.56 -1.69 -3.31  -0.676
O11 -6.15 -0.78 -4.32  -0.363
C16 -5.08 -1.23 -5.14  -0.438
N5 -5.34 -0.65 -1.42  -0.631
H40 -6.02 -3.91 -1.64  0.435
H41 -6.92 -2.58 -0.79  0.335
H42 -5.24 -3.04 -0.35  0.423
H43 -4.53 -2.18 -2.69  -0.043
H44 -7.36 -1.20 -2.77  0.331
H45 -6.88 -2.64 -3.75  0.370
H46 -4.91 -0.48 -5.92  0.249
H47 -5.35 -2.12 -5.70  0.305
H48 -4.19 -1.34 -4.52  0.073
H49 -4.74 -0.10 -2.03  0.363
H50 -4.71 -0.94 -0.68  0.099
C17 5.42 2.66 -6.96  -1.556
C18 4.40 1.56 -6.66  0.343
C19 3.69 1.89 -5.33  -0.807
O12 2.53 1.08 -5.13  -0.451
C20 2.01 1.26 -3.84  -0.665
N6 3.41 1.62 -7.74  -0.695
H51 4.86 3.60 -6.92  0.364
H52 5.79 2.47 -7.97  0.366
H53 6.30 2.74 -6.33  0.374
H54 4.90 0.59 -6.68  0.389
H55 3.39 2.94 -5.30  0.345
H56 4.43 1.84 -4.53  0.425
H57 1.10 0.65 -3.81  0.043
H58 1.74 2.30 -3.68  0.324
H59 2.61 0.84 -3.03  0.381
H60 3.06 2.57 -7.76  0.311
H61 2.61 1.09 -7.39  0.258
C21 3.01 -2.41 -5.52  -1.344
C22 1.48 -2.30 -5.69  0.328
C23 0.80 -2.28 -4.31  -0.371
O13 0.58 -3.63 -3.95  -0.433
C24 -0.15 -3.76 -2.76  0.077
N7 1.19 -1.07 -6.43  -0.691
H62 3.54 -2.41 -6.47  0.403
H63 3.24 -3.32 -4.94  0.416
H64 3.46 -1.62 -4.91  0.218
H65 1.06 -3.15 -6.23  0.462
H66 -0.14 -1.71 -4.32  0.370
H67 1.50 -1.85 -3.58  0.075
H68 0.44 -3.62 -1.85  -0.203
H69 -0.51 -4.78 -2.61  0.364
H70 -1.02 -3.11 -2.71  -0.026
H71 1.76 -0.38 -5.92  0.237
H72 1.62 -1.03 -7.35  0.421
C25 6.59 -2.81 0.11  -1.158
C26 5.90 -4.15 -0.09  0.867
C27 4.89 -4.17 -1.24  -1.065
O14 3.77 -3.34 -1.03  -0.075
C28 2.68 -3.83 -0.28  -0.134
N8 6.85 -5.26 -0.18  -0.706
H73 7.23 -2.88 1.00  0.388
H74 5.83 -2.03 0.26  0.064
H75 7.26 -2.46 -0.67  0.318
H76 5.30 -4.30 0.82  0.094
H77 4.51 -5.17 -1.48  0.410
H78 5.37 -3.80 -2.15  0.290
H79 1.95 -3.02 -0.30  -0.424
H80 2.97 -4.05 0.75  0.308
H81 2.25 -4.70 -0.79  0.359
H82 7.27 -5.33 0.73  0.271
H83 6.37 -6.10 -0.47  0.237

No. 2
Formula: C28H84N6O10P2S8
Source: the OMol25 dataset
Level of theory: ωB97M-V/def2-TZVPD

Each line ends with the Mulliken charge.
Positions of all 138 atoms, in Å:
O1 3.36 -5.86 -4.85  -0.898
P1 2.63 -5.00 -3.90  0.297
N1 0.99 -5.45 -3.70  0.279
C1 0.37 -5.68 -2.40  -0.657
C2 0.47 -6.18 -4.85  -1.051
N2 2.52 -3.34 -4.38  0.527
C3 3.75 -2.53 -4.28  -0.803
C4 1.65 -3.00 -5.50  -1.053
N3 3.22 -4.90 -2.31  0.675
C5 4.10 -5.96 -1.82  -1.280
C6 2.89 -3.81 -1.42  -1.778
H1 0.32 -4.76 -1.82  0.007
H2 1.02 -6.32 -1.78  0.211
H3 -0.55 -6.26 -2.49  0.410
H4 0.88 -7.20 -4.79  0.353
H5 0.79 -5.78 -5.80  0.299
H6 -0.61 -6.34 -4.86  0.356
H7 3.44 -1.50 -4.09  0.025
H8 4.30 -2.82 -3.39  0.285
H9 4.39 -2.61 -5.16  0.298
H10 0.60 -3.19 -5.27  0.274
H11 1.80 -1.94 -5.71  0.382
H12 1.93 -3.54 -6.41  0.296
H13 4.81 -5.60 -1.08  0.367
H14 3.54 -6.83 -1.47  0.317
H15 4.69 -6.33 -2.66  0.379
H16 3.68 -3.10 -1.16  0.324
H17 2.78 -4.18 -0.39  0.741
H18 1.95 -3.36 -1.73  0.386
O2 -6.81 -0.22 0.72  -0.888
P2 -6.25 0.97 1.39  0.131
N4 -6.29 1.00 3.08  0.173
C7 -7.05 0.01 3.90  -0.981
C8 -5.59 2.02 3.83  -0.296
N5 -6.97 2.41 0.95  0.370
C9 -8.32 2.40 0.35  -1.096
C10 -6.35 3.73 0.94  -0.728
N6 -4.63 1.22 0.97  1.311
C11 -4.28 1.78 -0.35  -1.108
C12 -3.59 0.46 1.62  -1.120
H19 -6.50 -0.92 3.76  0.350
H20 -8.07 -0.13 3.53  0.262
H21 -6.94 0.31 4.93  0.352
H22 -6.08 3.01 3.75  0.140
H23 -4.62 2.16 3.35  -0.208
H24 -5.58 1.80 4.89  0.445
H25 -8.86 3.17 0.90  0.354
H26 -8.30 2.67 -0.71  0.270
H27 -8.73 1.41 0.53  0.331
H28 -6.87 4.37 1.67  0.321
H29 -5.29 3.69 1.14  -0.049
H30 -6.51 4.30 0.02  0.352
H31 -4.70 1.12 -1.11  0.166
H32 -4.54 2.82 -0.49  0.325
H33 -3.19 1.80 -0.39  0.270
H34 -3.65 -0.62 1.44  0.191
H35 -3.73 0.56 2.70  0.257
H36 -2.59 0.83 1.39  0.050
C13 1.77 0.49 -2.01  -0.038
S1 1.72 -0.38 -0.45  1.127
O3 3.16 -0.30 0.07  -0.662
C14 0.67 0.74 0.56  -0.416
H37 0.71 0.59 -2.30  0.223
H38 2.23 -0.11 -2.79  -0.399
H39 2.20 1.48 -1.88  0.098
H40 1.14 1.72 0.59  -0.255
H41 0.57 0.31 1.55  0.180
H42 -0.32 0.82 0.12  0.107
C15 4.57 3.79 -4.33  -0.655
S2 3.19 2.86 -5.12  0.353
O4 3.24 1.47 -4.53  -0.506
C16 1.80 3.73 -4.29  -0.567
H43 4.36 3.96 -3.27  -0.063
H44 4.57 4.78 -4.79  0.372
H45 5.57 3.39 -4.51  0.394
H46 1.31 4.43 -4.98  0.398
H47 2.06 4.35 -3.43  0.111
H48 1.03 3.02 -4.01  0.141
C17 -0.55 -4.77 2.81  -0.827
S3 -1.68 -3.31 2.70  0.587
O5 -2.22 -2.94 4.07  -0.685
C18 -0.30 -2.12 2.36  0.074
H49 -1.23 -5.60 2.98  0.421
H50 0.10 -4.66 3.68  0.225
H51 -0.01 -4.98 1.89  0.210
H52 0.28 -2.33 1.46  0.087
H53 0.23 -2.12 3.31  0.433
H54 -0.81 -1.16 2.28  -0.519
C19 -2.58 4.22 2.27  -0.843
S4 -1.19 3.59 3.32  0.202
O6 -0.94 2.14 2.88  -0.509
C20 0.18 4.58 2.62  -0.457
H55 -2.53 3.87 1.24  0.248
H56 -2.54 5.31 2.25  0.588
H57 -3.53 3.91 2.70  0.117
H58 -0.04 5.51 2.10  0.520
H59 0.65 3.92 1.88  -0.302
H60 0.92 4.74 3.40  0.394
C21 4.82 -2.19 2.43  -1.122
S5 3.06 -2.48 2.67  1.182
O7 2.70 -3.85 2.15  -0.773
C22 3.06 -2.60 4.49  -1.271
H61 5.10 -1.24 2.89  0.325
H62 4.94 -2.11 1.36  0.223
H63 5.44 -2.92 2.95  0.476
H64 3.65 -3.40 4.92  0.432
H65 2.01 -2.75 4.76  0.320
H66 3.26 -1.66 5.01  0.321
C23 -3.71 -1.36 -2.36  -0.800
S6 -1.92 -1.10 -2.37  0.605
O8 -1.71 0.36 -2.03  -0.625
C24 -1.55 -2.05 -0.90  0.364
H67 -3.95 -2.42 -2.38  0.379
H68 -4.06 -0.84 -3.25  0.430
H69 -4.07 -0.92 -1.43  -0.067
H70 -0.48 -2.08 -0.72  -0.475
H71 -1.93 -3.05 -1.14  0.577
H72 -2.13 -1.74 -0.03  -0.283
C25 3.66 1.35 2.60  0.923
S7 3.68 2.62 3.92  0.264
O9 3.23 3.92 3.31  -0.496
C26 2.18 1.97 4.75  -0.242
H73 4.52 1.47 1.95  0.477
H74 2.81 1.66 1.98  -0.548
H75 3.46 0.35 2.96  -0.730
H76 1.29 2.13 4.14  -0.160
H77 2.12 2.43 5.73  0.393
H78 2.27 0.88 4.85  0.117
C27 3.42 4.54 0.07  0.015
S8 2.96 6.34 0.15  0.521
O10 1.57 6.53 -0.42  -0.621
C28 4.17 6.97 -1.05  -0.703
H79 3.23 4.03 -0.88  0.029
H80 2.70 4.00 0.69  -0.482
H81 4.44 4.31 0.37  0.478
H82 4.09 6.36 -1.94  0.023
H83 5.14 6.82 -0.56  0.347
H84 3.97 8.00 -1.29  0.359

The following HOMO energy values (in Eh) correspond, in order, to the records above: -0.3852; -0.3018.
The following energy above the lowest of the compared OMol25 structures with the same formula, charge and spin values (in kcal per mole) correspond, in order, to the records above: 93.8; 4.9.
The following HOMO-LUMO gap values (in eV) correspond, in order, to the records above: 6.177; 8.490.